[1]
Formula: C28H29IrN7O2S
Source: the Open Molecules 2025 dataset
Level of theory: ωB97M-V/def2-TZVPD

Values from the calculation:
* ΔE to the lowest compared entry with this formula, charge and spin: 18.0 kcal per mole
* E_LUMO: -2.9 eV
* charge: +1
* E_HOMO: -9.5 eV
* HOMO-LUMO gap: 6.6 eV

Last column: natural (NBO) charge in e.
Cartesian coordinates (Å):
Ir: -0.036747 1.125107 0.926848  1.259
C: 1.528513 1.375769 5.001163  -0.679
C: 1.560724 1.454016 3.494925  0.507
O: 0.448584 1.674006 2.905807  -0.693
C: 2.778749 1.323641 2.873306  -0.492
C: 3.002147 1.284711 1.490726  0.328
C: 4.412695 1.204352 0.980062  -0.658
N: 2.037294 1.287492 0.601053  -0.348
N: 2.413244 1.293867 -0.720537  -0.429
C: 1.442782 1.074252 -1.532018  0.531
O: 0.239754 0.773035 -1.153332  -0.716
C: 1.745715 1.144482 -2.983721  -0.058
C: 0.698164 1.175174 -3.898816  -0.197
C: 0.960890 1.244285 -5.259097  -0.218
C: 2.271350 1.280683 -5.710299  -0.196
C: 3.320493 1.243103 -4.799467  -0.216
C: 3.061890 1.174906 -3.441216  -0.186
H: 0.501333 1.398266 5.356302  0.232
H: 2.078073 2.216161 5.426742  0.234
H: 2.009755 0.458251 5.336637  0.234
H: 3.645373 1.254696 3.514748  0.222
H: 5.125032 1.201119 1.800879  0.221
H: 4.618116 2.048807 0.323066  0.245
H: 4.535454 0.301612 0.382232  0.239
H: -0.317293 1.150689 -3.526282  0.225
H: 0.145259 1.265890 -5.970002  0.217
H: 2.478315 1.333841 -6.771144  0.218
H: 4.343138 1.263353 -5.152664  0.219
H: 3.868918 1.137612 -2.723195  0.229
N: -3.923373 2.700129 0.572533  -0.493
C: -4.427247 1.406366 0.571807  0.093
C: -5.723647 0.905459 0.594725  -0.213
C: -5.855682 -0.467478 0.581373  -0.189
C: -4.735001 -1.314408 0.557989  -0.207
C: -3.451537 -0.813655 0.549786  -0.212
C: -3.305606 0.570678 0.552372  0.171
N: -2.170290 1.362297 0.542856  -0.481
C: -2.577642 2.604493 0.550714  0.393
C: -1.600545 3.665679 0.534704  0.072
C: -1.738783 5.013439 0.551281  -0.400
S: -0.200252 5.760286 0.547306  0.552
C: 0.547247 4.228533 0.520278  -0.092
N: -0.291704 3.238566 0.511229  -0.405
H: -4.457311 3.551660 0.596233  0.434
H: -6.583116 1.561330 0.623526  0.230
H: -6.845084 -0.903159 0.588435  0.231
H: -4.893215 -2.384422 0.553854  0.225
H: -2.577766 -1.450777 0.546877  0.221
H: -2.638460 5.605611 0.570337  0.261
H: 1.619528 4.102284 0.496909  0.267
N: 0.112434 -0.846504 1.526005  -0.458
C: 0.216154 -1.949355 1.182970  0.623
N: 0.291919 -3.201404 0.866560  -0.448
C: -0.797093 -4.125388 1.224573  -0.200
C: -1.307559 -4.827955 -0.025742  -0.412
C: -0.150866 -5.513757 -0.753871  -0.402
C: 0.909041 -4.479436 -1.138658  -0.411
C: 1.420000 -3.744246 0.094658  -0.201
H: -1.588565 -3.553450 1.706899  0.220
H: -0.417313 -4.859871 1.939460  0.208
H: -1.767354 -4.094884 -0.694756  0.206
H: -2.071811 -5.549621 0.265251  0.229
H: -0.521601 -6.011010 -1.649789  0.229
H: 0.293599 -6.275773 -0.106383  0.204
H: 0.475848 -3.761090 -1.839349  0.212
H: 1.758096 -4.958370 -1.627047  0.232
H: 2.073175 -2.920354 -0.187764  0.230
H: 1.983692 -4.433607 0.729180  0.205

Forces on the atoms, in the same order (eV/Å):
3.189 1.732 -1.943
-0.192 0.244 -0.070
0.307 -0.011 -0.090
-1.951 -0.321 -0.084
0.191 -0.197 0.275
0.113 -0.012 -0.497
0.017 0.160 0.079
-1.344 -0.554 1.238
0.530 0.448 -0.152
0.287 -0.236 0.146
-1.731 0.045 0.663
-0.269 -0.191 -0.130
-0.005 0.014 0.061
0.004 0.005 -0.017
0.018 -0.014 -0.004
-0.011 0.007 0.005
-0.022 -0.013 0.011
0.008 0.023 0.007
-0.023 -0.011 0.063
0.007 -0.006 -0.006
0.026 -0.110 -0.049
-0.046 -0.003 0.039
0.045 -0.039 -0.035
0.022 0.025 -0.031
-0.008 -0.035 -0.032
-0.016 0.016 0.017
-0.002 -0.002 -0.001
0.003 0.003 0.006
0.011 0.023 -0.003
-0.051 0.005 -0.081
0.102 -0.091 -0.010
-0.015 0.083 -0.024
0.023 0.039 -0.008
-0.012 -0.037 0.026
0.079 0.030 0.030
-0.166 0.029 0.051
0.614 -0.683 1.075
-0.235 0.092 -0.047
0.086 0.354 0.006
0.051 0.167 0.001
0.002 -0.250 -0.078
0.160 0.228 -0.106
0.155 -1.368 0.428
-0.010 -0.007 -0.056
-0.027 -0.034 -0.025
-0.001 -0.002 0.015
0.013 -0.003 -0.009
-0.025 -0.028 -0.047
-0.023 -0.033 0.004
-0.006 -0.081 0.062
0.277 0.710 -0.837
-0.109 -0.096 0.099
-0.056 -0.049 0.140
-0.257 -0.052 -0.188
0.173 -0.091 0.027
-0.043 0.185 -0.082
-0.107 -0.074 0.148
0.173 -0.046 -0.224
0.062 0.025 0.073
0.071 0.064 0.030
-0.065 0.000 0.040
-0.016 0.006 -0.020
0.031 -0.071 0.026
-0.021 -0.041 -0.029
0.058 0.022 -0.016
-0.004 0.027 -0.038
0.000 0.029 0.086
-0.035 0.054 0.091

=====

[2]
Formula: C46H41BBrGdN11O4S3Sb
Source: the Open Molecules 2025 dataset
Level of theory: ωB97M-V/def2-TZVPD

Values from the calculation:
* expectation value of S²: 15.845
* E_LUMO (spin up / spin down): -0.7 / -3.1 eV
* E_HOMO (spin up / spin down): -4.2 / -7.9 eV
* 2S+1: 8
* HOMO-LUMO gap (spin up / spin down): 3.6 / 4.8 eV

Last column: Mulliken spin population.
Cartesian coordinates (Å):
Gd: 1.764744 -0.748684 -0.523517  5.181
C: 6.365410 -0.791919 0.413124  -0.001
C: 5.356250 -1.071126 -0.465930  0.001
N: 4.309427 -0.203462 -0.339420  -0.010
N: 4.695367 0.644360 0.746840  0.000
C: 5.887933 0.286461 1.224053  0.000
B: 3.626074 1.634945 1.355459  -0.014
N: 2.697802 0.944575 2.401102  0.004
C: 2.225709 1.205157 3.611392  -0.003
C: 1.527915 -0.017854 4.048334  -0.001
C: 1.621813 -0.850525 2.944348  -0.004
N: 2.260794 -0.276346 1.948457  -0.013
N: 2.782238 2.210437 0.209382  0.005
C: 2.727947 3.527293 -0.112342  0.003
C: 1.498262 3.905161 -0.639854  0.001
C: 0.759713 2.687898 -0.637372  0.035
N: 1.473159 1.658237 -0.134140  -0.032
H: 7.247764 -1.368004 0.569490  0.000
H: 5.312578 -1.808420 -1.282146  0.000
H: 6.413081 0.912399 1.960715  0.000
H: 4.203971 2.567235 1.885820  0.000
H: 2.466193 2.043060 4.296817  0.000
H: 1.136538 -0.187419 5.012666  0.000
H: 1.426620 -1.887373 2.778158  -0.002
H: 3.591257 4.154684 0.061346  0.000
H: 1.252766 4.891185 -1.078367  0.001
H: -0.302557 2.523837 -0.912449  0.000
C: -1.388741 -2.204315 1.500961  0.052
C: -1.221109 -2.935907 0.221980  -0.024
N: -0.360913 -2.559473 -0.747966  0.005
C: -0.072550 -3.567054 -1.651633  0.000
C: -0.783659 -4.773863 -1.345953  0.000
S: -1.934316 -4.554170 -0.089457  0.000
C: 0.912635 -3.378171 -2.655655  -0.002
C: 1.002385 -4.154840 -3.847826  0.000
S: 2.256607 -3.606264 -4.845778  0.000
C: 2.680176 -2.381172 -3.609218  -0.002
N: 1.890508 -2.356967 -2.581345  -0.016
C: 3.801260 -1.443942 -3.906238  0.003
H: -0.466393 -1.625727 1.702555  -0.026
H: -1.739951 -2.913317 2.270792  0.001
H: -2.139368 -1.364942 1.452185  0.017
H: -0.572315 -5.623006 -1.987135  0.000
H: 0.362911 -5.008317 -4.087418  0.000
H: 4.350104 -1.681021 -4.805607  0.000
H: 4.535616 -1.432950 -3.017593  -0.001
H: 3.475191 -0.386721 -3.935063  -0.001
Br: 5.023237 2.809297 -5.319437  0.000
C: 3.128436 2.362434 -5.491485  0.000
C: 2.286525 3.314553 -6.171650  0.001
C: 0.931769 3.245074 -5.794556  0.000
C: 0.517661 2.345273 -4.839576  0.000
C: 1.444444 1.495778 -4.258879  -0.001
N: 2.716936 1.474251 -4.616691  0.000
C: 1.090553 0.778101 -3.026413  -0.008
O: -0.092452 0.692436 -2.526143  -0.007
O: 2.094683 0.215517 -2.479640  -0.072
H: 2.596776 4.127103 -6.806189  0.000
H: 0.175488 3.863050 -6.242417  0.000
H: -0.525629 2.304970 -4.566671  0.001
S: -1.832855 1.014768 0.175845  0.944
Sb: -3.553493 2.156824 1.179354  0.201
C: -3.145245 2.024471 3.279174  -0.025
C: -2.048659 1.330471 3.747842  0.025
C: -1.934588 1.282737 5.154985  0.007
C: -2.984276 1.594013 6.035409  -0.003
C: -4.152526 2.159578 5.485859  0.018
C: -4.133635 2.465966 4.088956  0.049
C: -5.428867 1.119742 0.939005  0.183
C: -6.013876 1.071398 -0.294745  -0.043
C: -7.181057 0.366200 -0.577918  -0.009
C: -7.895922 -0.181813 0.513328  0.042
C: -7.431436 -0.010281 1.824153  -0.009
C: -6.165137 0.544006 2.051831  0.007
C: -3.501737 4.038676 0.339223  0.104
C: -3.687107 5.184901 1.056451  0.183
C: -4.299578 6.321449 0.540831  -0.073
C: -4.653681 6.370001 -0.811290  0.202
C: -4.501781 5.184923 -1.618298  -0.115
C: -3.923363 4.010075 -1.002987  0.135
H: -1.353301 0.964960 3.018702  -0.017
H: -1.016236 0.886445 5.657716  0.001
H: -2.773483 1.438603 7.115374  0.000
H: -5.027414 2.501173 6.069903  0.001
H: -4.988492 2.985708 3.695033  0.008
H: -5.573111 1.624667 -1.077017  0.025
H: -7.520192 0.262240 -1.595384  0.000
H: -8.856030 -0.645403 0.309536  0.004
H: -8.005124 -0.365421 2.689699  0.001
H: -5.701388 0.598644 3.062582  0.009
H: -3.470879 5.163373 2.122593  0.026
H: -4.381381 7.213262 1.177644  -0.007
H: -4.975246 7.337409 -1.201008  0.024
H: -4.916380 5.128825 -2.624483  -0.006
H: -3.857648 3.109869 -1.640705  0.063
C: 2.905388 -7.974127 0.753632  0.000
N: 3.043467 -6.532205 0.658918  0.000
C: 3.397161 -5.765786 1.713140  -0.001
C: 3.250232 -4.419786 1.578286  -0.001
C: 2.685563 -3.923757 0.307878  0.004
O: 2.523633 -2.682916 0.328911  -0.030
N: 2.582926 -4.691452 -0.775576  0.001
C: 2.483636 -6.059030 -0.597709  0.000
O: 2.068571 -6.843309 -1.418661  0.000
H: 1.890318 -8.227129 1.180940  0.000
H: 3.653761 -8.289369 1.467090  0.000
H: 2.970019 -8.391031 -0.245574  0.000
H: 3.642744 -6.392733 2.563208  0.000
H: 3.482431 -3.721320 2.361517  0.000

Forces on the atoms, in the same order (eV/Å):
0.191 -0.850 -0.396
-0.157 0.940 1.823
-1.818 0.822 -1.045
1.439 0.275 2.025
-1.492 -1.137 -1.060
0.641 -0.534 -1.453
0.981 0.693 0.163
-0.192 -0.527 -1.665
-0.858 -2.572 2.143
1.458 2.553 -1.426
0.092 -0.184 0.371
0.767 1.230 -0.047
-3.376 0.625 -0.918
-0.057 -0.158 -0.063
0.346 -0.701 -0.317
0.380 -0.245 0.642
1.332 2.271 0.513
0.509 -0.018 -0.051
0.107 0.313 0.785
-0.488 -0.614 -0.276
-0.035 -0.343 -0.056
-0.031 -0.456 -1.185
-0.390 -0.207 0.692
-0.628 -0.460 0.314
-0.036 -0.104 0.070
0.012 -0.954 0.569
1.144 0.177 -0.121
-1.085 1.238 -0.108
0.950 -0.667 -2.518
-0.522 -0.458 2.064
-2.746 -1.966 2.784
1.428 2.426 -1.844
1.829 1.331 0.011
1.746 -0.725 -3.773
-0.859 1.114 2.435
0.420 0.756 1.372
-0.230 -0.312 -1.273
-1.020 -1.506 -0.205
1.081 0.733 1.937
-0.336 -0.857 0.375
0.611 0.593 -0.026
0.251 -0.929 -0.150
-0.611 -0.319 0.563
0.327 0.493 -0.012
0.039 -0.297 -0.196
-1.010 -0.210 -1.440
0.045 -0.788 -0.209
-0.590 -0.487 -0.611
-0.309 1.988 -0.050
-0.541 -1.342 1.652
0.961 -0.326 -0.765
-0.197 -0.291 -0.084
-1.092 0.961 -0.568
0.658 0.886 -0.451
-2.042 -2.077 2.192
2.588 0.387 -1.472
-0.132 0.833 0.087
0.535 -0.233 -0.138
0.060 0.444 -0.215
0.034 -0.049 0.348
0.372 -0.760 -0.538
-1.739 0.357 1.967
0.525 -0.742 -1.767
-0.345 0.853 1.706
1.020 -1.294 0.308
-0.006 0.529 -0.539
0.603 0.712 -0.614
-1.443 -0.183 2.701
-0.803 -2.175 2.340
-0.538 -0.233 -0.834
-0.256 -0.186 1.859
0.177 0.664 -0.795
0.700 -0.059 0.234
0.885 0.770 -0.751
1.047 -0.262 -2.168
-0.809 1.569 1.775
0.780 -0.128 -0.175
0.144 -0.782 -0.683
0.441 -0.587 2.321
-1.239 1.956 -2.191
0.715 -0.254 0.215
-0.776 0.263 -0.820
-0.629 0.181 -0.883
0.734 -0.423 -0.211
-0.251 0.177 -0.227
0.667 0.295 -1.064
-0.174 0.064 -0.062
0.130 -0.112 0.199
0.162 0.054 -0.499
-0.649 -0.209 -0.795
0.221 0.179 -0.024
-0.078 -0.435 -0.345
-0.209 -0.528 -0.207
0.414 0.112 0.139
0.123 0.410 0.478
-0.984 0.183 1.289
-1.265 -1.244 -2.261
-0.845 0.599 -0.805
-0.395 -1.277 0.103
2.264 -1.939 0.926
-0.918 2.065 -0.830
-1.159 -0.237 0.551
1.732 2.128 1.452
-0.331 -0.246 -0.271
0.907 0.079 -0.486
0.267 -0.618 -0.076
0.289 -0.225 0.251
0.419 0.648 0.295
0.020 0.112 0.068

=====

[3]
Formula: B2CsH8
Source: the Open Molecules 2025 dataset
Level of theory: ωB97M-V/def2-TZVPD

Values from the calculation:
* ΔE to the lowest compared entry with this formula, charge and spin: 1.3 kcal per mole
* E_LUMO: 1.7 eV
* charge: -1
* E_HOMO: -5.4 eV
* HOMO-LUMO gap: 7.1 eV

Last column: Löwdin charge in e.
Cartesian coordinates (Å):
Cs: 17.307746 -10.231592 -21.977325  0.893
B: 19.499970 -11.874900 -24.271240  -0.527
H: 20.049809 -12.886644 -23.898536  -0.078
H: 18.315061 -11.976996 -24.046858  -0.161
H: 19.993246 -10.936212 -23.686682  -0.090
H: 19.672150 -11.739237 -25.464246  -0.085
B: 19.746098 -10.117740 -19.347679  -0.524
H: 19.092934 -9.093238 -19.311440  -0.101
H: 19.905375 -10.544637 -18.225554  -0.085
H: 19.073077 -10.930497 -19.939449  -0.169
H: 20.799483 -9.924868 -19.902690  -0.072

Forces on the atoms, in the same order (eV/Å):
0.832 -0.186 0.041
0.375 -0.116 -0.174
0.072 -0.263 0.124
-0.778 0.013 0.135
-0.045 0.446 0.290
-0.065 0.075 -0.320
-0.127 0.022 0.153
-0.312 0.561 0.018
0.053 -0.011 0.315
-0.208 -0.551 -0.369
0.203 0.010 -0.212